1.
The following is a quantum chemistry calculation of a molecular structure, C10H31CoN6O5 at a distorted geometry, from OMol25.

Its net charge is +1. The HOMO energy (alpha / beta) is -11.653 / -11.583 eV. As for the spin multiplicity: 4. For the energy above the lowest of the compared OMol25 structures with the same formula, charge and spin, the calculation gives 0.000 eV. As for the expectation value of S²: 3.755. The value obtained for the LUMO energy (alpha / beta) is -2.0 / -2.0 eV.

The geometry in XYZ format:
```
53
Properties=species:S:1:pos:R:3:lowdin_spin:R:1
Co -28.8099 -29.4884 -21.9661 2.765
O -29.1390 -31.3725 -21.2307 0.055
H -28.9120 -31.8319 -20.4335 0.005
C -26.0028 -26.1804 -23.0069 0.001
C -26.7090 -27.5269 -22.9409 0.001
C -26.0331 -28.5270 -22.0554 0.002
O -26.7945 -29.7293 -22.2325 0.031
C -26.0455 -30.8927 -21.8579 0.003
N -28.1626 -27.4102 -22.6425 0.029
H -25.7276 -25.7237 -22.0464 0.000
H -26.6484 -25.4276 -23.4635 0.000
H -25.0318 -26.1858 -23.5047 0.000
H -26.6629 -27.9882 -23.9338 0.000
H -26.0467 -28.2265 -21.0015 0.000
H -25.0197 -28.7366 -22.3999 0.001
H -25.2408 -31.0740 -22.5828 0.001
H -26.6635 -31.7735 -22.0045 0.000
H -25.6139 -30.7154 -20.8746 0.000
H -28.1891 -26.5904 -22.0353 0.001
H -28.6447 -27.1099 -23.4851 0.000
C -32.5338 -27.0430 -21.8533 0.002
C -31.4466 -27.8923 -21.2262 0.003
C -31.8917 -28.6148 -19.9690 0.000
O -32.2376 -27.6333 -19.0178 0.000
C -32.2759 -28.1854 -17.7024 0.000
N -30.8275 -28.7810 -22.2441 0.032
H -32.2020 -26.5202 -22.7495 0.000
H -32.8896 -26.2674 -21.1652 0.000
H -33.4771 -27.5851 -21.9932 0.000
H -30.6556 -27.1655 -21.0054 0.000
H -31.0370 -29.2038 -19.6201 0.000
H -32.7490 -29.2658 -20.1863 0.000
H -32.3556 -27.3944 -16.9581 0.000
H -31.4444 -28.8585 -17.4960 0.000
H -33.2436 -28.7005 -17.6223 0.000
H -31.5524 -29.4247 -22.5640 0.001
H -30.6458 -28.2075 -23.0621 0.000
C -28.4322 -28.8412 -18.8214 0.003
O -28.5148 -28.5738 -20.0247 0.024
N -28.7724 -30.0324 -18.2531 -0.001
N -27.9550 -27.9178 -17.9179 0.001
H -29.0169 -30.7620 -18.8971 0.000
H -28.7967 -30.1219 -17.2595 0.000
H -27.5328 -27.0822 -18.2798 0.000
H -28.2218 -27.9221 -16.9531 0.000
C -28.9122 -31.3279 -24.3809 0.005
O -29.0197 -30.2031 -23.8535 0.031
N -28.9891 -31.5166 -25.7248 0.002
N -28.7801 -32.4242 -23.6043 0.000
H -28.7696 -32.4451 -26.0300 0.000
H -28.8680 -30.7404 -26.3487 0.000
H -28.9205 -33.3176 -24.0424 0.000
H -29.0185 -32.3608 -22.6085 0.000
```

2.
The following is a quantum chemistry calculation of 5 unconnected molecules or ions with the total composition C10H31NO6 at a distorted geometry, from OMol25.

The HOMO energy is -8.379 eV. As for the spin multiplicity: 1. The SMILES is COCCNCCOC.CO.CO.CO.CO. For the energy above the lowest of the compared OMol25 structures with the same formula, charge and spin, the calculation gives 4.143 eV. The value obtained for the LUMO energy is 0.5 eV.

The geometry in XYZ format:
```
48
Properties=species:S:1:pos:R:3:mulliken_charge:R:1
C 17.1745 6.0749 -7.8534 -0.672
O 18.0695 5.7607 -6.7573 -0.360
C 18.1834 6.8803 -5.8361 -0.561
C 17.2892 6.7112 -4.5666 -0.484
N 17.4575 7.8144 -3.6151 -0.310
C 16.5916 7.7373 -2.4019 -0.626
C 16.4447 9.0542 -1.5859 -0.499
O 15.4382 9.8941 -2.1781 -0.290
C 15.0526 10.8974 -1.3496 -0.744
H 17.0652 5.1532 -8.4249 0.246
H 17.6011 6.9116 -8.4067 0.278
H 16.1868 6.3761 -7.5044 0.297
H 17.9819 7.8225 -6.3458 0.342
H 19.1727 6.9898 -5.3920 0.369
H 17.5414 5.7794 -4.0604 0.245
H 16.2405 6.5712 -4.8287 0.307
H 17.5307 8.6970 -4.1006 0.242
H 17.1753 7.0205 -1.8245 0.316
H 15.6463 7.2888 -2.7075 0.320
H 17.3890 9.5777 -1.4365 0.332
H 16.0451 8.8317 -0.5965 0.411
H 14.0887 11.0948 -1.8187 0.261
H 15.6886 11.7824 -1.3717 0.242
H 14.8044 10.6529 -0.3168 0.338
C 18.4342 11.0291 -12.0927 -0.522
O 19.5171 11.3704 -11.2590 -0.493
H 17.5151 10.7685 -11.5677 0.249
H 18.1193 11.9195 -12.6369 0.228
H 18.6598 10.2039 -12.7681 0.237
H 19.9262 10.5522 -10.9678 0.301
C 25.1890 9.0388 -11.2575 -0.447
O 24.0423 8.2967 -11.4681 -0.498
H 25.8643 8.6760 -12.0324 0.214
H 24.9183 10.0946 -11.2711 0.193
H 25.4945 8.8229 -10.2337 0.228
H 24.2975 7.3963 -11.2543 0.309
C 19.4446 13.3355 -4.5444 -0.504
O 19.0645 12.3892 -5.4799 -0.495
H 20.5078 13.1482 -4.3939 0.254
H 19.4074 14.3625 -4.9076 0.248
H 18.9592 13.3103 -3.5687 0.198
H 19.2348 12.5183 -6.4158 0.299
C 15.1637 5.3817 -17.5722 -0.495
O 16.0599 6.0323 -16.6551 -0.487
H 14.3820 6.0090 -18.0006 0.225
H 15.8092 5.0451 -18.3835 0.232
H 14.7541 4.4825 -17.1121 0.216
H 16.8003 6.3375 -17.1844 0.309
```

3.
The following is a quantum chemistry calculation of 7 unconnected molecules or ions with the total composition C10H32F6N8O6P at a distorted geometry, from OMol25.

Its net charge is -1. The HOMO energy is -7.468 eV. As for the spin multiplicity: 1. The value obtained for the LUMO energy is 2.6 eV.

The geometry in XYZ format:
```
63
Properties=species:S:1:pos:R:3:mulliken_charge:R:1
P 0.9647 0.1807 -0.3926 1.489
F -0.3801 1.1090 -0.5287 -0.267
F 1.6442 1.3045 -1.3733 -0.515
F 1.3665 1.0358 0.9400 -0.308
F 2.3861 -0.5624 -0.2217 -0.407
F 0.1422 -0.9265 0.3914 -0.379
F 0.6932 -0.6938 -1.7482 -0.419
C 1.1194 -1.2132 4.4449 0.522
O 0.8580 -1.7170 5.5311 -0.708
N 0.2138 -1.1370 3.4060 -0.277
N 2.2866 -0.5198 4.2419 -0.267
H -0.7210 -1.1885 3.7741 0.168
H 0.4531 -0.8061 2.4941 0.106
H 2.4523 0.0433 3.4301 0.171
H 2.8553 -0.5025 5.0692 0.179
C 4.5072 1.7624 2.2585 0.617
O 5.0105 1.6250 3.3660 -0.658
N 4.8454 0.9820 1.1698 -0.350
N 3.4177 2.5666 2.0060 -0.345
H 5.5995 0.3371 1.3046 0.200
H 4.2976 1.0890 0.3423 0.155
H 2.8682 2.4205 1.1871 0.152
H 3.0933 3.1116 2.7834 0.206
C -2.1921 1.6533 2.7119 0.594
O -3.0509 1.5970 3.5970 -0.723
N -2.2496 0.7842 1.6587 -0.135
N -1.0022 2.3335 2.8059 -0.287
H -1.4710 0.7311 1.0179 -0.044
H -3.0204 0.1474 1.6281 0.181
H -0.4317 2.3087 1.9835 0.170
H -0.8849 2.8911 3.6293 0.203
C 0.3563 1.1414 -5.0379 0.517
O 0.3297 1.4249 -6.2324 -0.705
N 0.4500 -0.1397 -4.5724 -0.252
N 0.2896 2.0980 -4.0602 -0.257
H 0.4245 -0.8762 -5.2512 0.176
H 0.7011 -0.3834 -3.6264 0.248
H 0.3884 3.0356 -4.4027 0.215
H 0.6004 1.8628 -3.1312 0.139
C -2.7556 1.8058 -2.0944 -0.860
C -4.2118 1.4207 -1.9434 0.485
C -5.2253 2.5425 -1.9273 -1.386
O -4.5408 0.5819 -3.0776 -0.585
H -2.1283 0.9343 -1.9415 0.039
H -2.4415 2.4850 -1.2963 0.250
H -2.6199 2.2661 -3.0723 0.475
H -4.3847 0.8238 -1.0457 0.197
H -4.9553 3.2975 -2.6760 0.302
H -5.2313 3.0412 -0.9555 0.350
H -6.2182 2.2004 -2.2107 0.361
H -4.4102 1.0540 -3.9042 0.345
C 0.6840 -4.3700 1.2796 -0.806
C 1.2763 -4.5860 -0.1294 0.343
C 0.2189 -4.2783 -1.2318 -0.871
O 2.4992 -3.9202 -0.3453 -0.603
H 0.8881 -3.3506 1.6086 -0.050
H 1.2499 -5.0459 1.9245 0.339
H -0.3714 -4.6065 1.3784 0.337
H 1.5364 -5.6410 -0.2454 0.323
H -0.7939 -4.4611 -0.8581 0.330
H 0.2642 -4.9075 -2.1203 0.341
H 0.1813 -3.2132 -1.4700 -0.065
H 2.2790 -2.9836 -0.2400 0.305
```

4.
The following is a quantum chemistry calculation of 6 unconnected molecules or ions with the total composition C10H34BO10 at a distorted geometry, from OMol25.

Its net charge is -1. The HOMO energy is -6.728 eV. As for the spin multiplicity: 1. For the energy above the lowest of the compared OMol25 structures with the same formula, charge and spin, the calculation gives 2.624 eV. The value obtained for the LUMO energy is 3.0 eV.

The geometry in XYZ format:
```
55
Properties=species:S:1:pos:R:3:mulliken_charge:R:1
B 0.0077 0.7536 -0.6404 2.012
H 0.1137 1.8245 -0.7192 -0.076
H -0.4468 0.4260 0.2817 -0.392
H -0.6143 0.4498 -1.4682 -0.848
H 0.9914 0.3311 -0.7749 -0.616
C 0.5132 -2.7031 0.8849 -0.294
C -0.9218 -2.6533 0.5258 -0.181
O -1.2127 -1.9351 -0.6602 -0.529
O 1.2119 -1.5236 1.2128 -0.578
H 1.0319 -3.1200 0.0215 0.073
H 0.6503 -3.3824 1.7263 0.471
H -1.5409 -2.1679 1.2802 0.043
H -1.1901 -3.6586 0.2009 0.380
H -1.0609 -0.9956 -0.5340 0.407
H 0.9366 -0.8594 0.5766 0.272
C -3.6362 0.9653 -1.7090 -0.226
C -3.0572 1.5990 -2.9838 -0.354
O -2.0077 0.7937 -3.4837 -0.606
O -3.0434 1.5238 -0.5584 -0.635
H -3.4101 -0.0999 -1.6608 0.182
H -4.6997 1.1866 -1.7993 0.358
H -2.5395 2.5433 -2.8156 0.246
H -3.8466 1.7286 -3.7242 0.337
H -1.2106 0.9858 -2.9844 0.238
H -2.2447 1.0375 -0.3414 0.371
C -2.7889 -0.2419 3.5974 -0.350
C -1.5092 0.6377 3.8968 -0.319
O -0.3235 -0.1471 3.7466 -0.727
O -2.4241 -1.4730 4.2023 -0.594
H -3.0921 -0.5318 2.5914 0.170
H -3.5915 0.1753 4.2055 0.328
H -1.5669 0.9328 4.9445 0.337
H -1.3614 1.5731 3.3572 0.332
H -0.0556 -0.1952 2.8259 0.311
H -1.4809 -1.3123 4.1236 0.444
C 2.5793 -1.3889 -2.9487 0.285
C 3.2170 -2.5194 -2.2251 -0.227
O 4.5814 -2.5829 -2.5629 -0.566
O 1.2370 -1.7504 -3.2315 -0.591
H 3.0577 -0.9849 -3.8408 0.337
H 2.5570 -0.5796 -2.2188 -0.378
H 2.7981 -3.5130 -2.3844 0.253
H 3.0219 -2.2966 -1.1761 0.131
H 5.0248 -2.4712 -1.7188 0.338
H 0.6379 -1.2928 -2.6371 0.303
C 2.4642 2.1621 1.1355 -0.037
C 2.1719 3.5928 0.9706 -0.346
O 0.6979 3.6206 0.7281 -0.651
O 2.8476 1.5582 -0.1411 -0.696
H 1.6583 1.6268 1.6377 -0.129
H 3.2582 1.9560 1.8532 0.413
H 2.6658 3.9568 0.0697 0.209
H 2.4576 4.1929 1.8346 0.352
H 0.4619 3.0414 -0.0002 0.055
H 2.0253 1.2047 -0.4882 -0.042
```

5.
The following is a quantum chemistry calculation of 7 unconnected molecules or ions with the total composition C10H34N4O11 at a distorted geometry, from OMol25.

The HOMO energy is -9.839 eV. As for the spin multiplicity: 1. The SMILES is NC(N)=O.NC(N)=O.OCCO.OCCO.OCCO.OCCO.O. For the energy above the lowest of the compared OMol25 structures with the same formula, charge and spin, the calculation gives 0.451 eV. The value obtained for the LUMO energy is 0.1 eV.

The geometry in XYZ format:
```
59
Properties=species:S:1:pos:R:3:mulliken_charge:R:1
N -15.1116 -12.1298 -0.6913 -0.141
C -14.0617 -12.1543 -1.5446 1.006
N -12.8824 -11.8697 -0.9905 -0.055
O -14.1998 -12.5041 -2.7383 -1.061
H -16.0368 -12.1496 -1.0918 0.007
H -15.0218 -12.2581 0.3013 0.154
H -12.7423 -11.6720 -0.0133 0.045
H -12.0720 -11.8912 -1.5980 0.178
N -14.1298 -10.3685 -4.6999 -0.285
C -12.9107 -9.9689 -5.1114 0.538
N -13.0450 -9.1176 -6.1702 -0.441
O -11.8616 -10.2278 -4.5387 -0.731
H -14.1403 -10.8246 -3.7979 0.174
H -14.9212 -9.8727 -5.0553 0.166
H -13.8994 -8.8154 -6.5876 0.158
H -12.1374 -8.7811 -6.4574 0.246
O -7.5746 -10.3249 -1.6930 -0.531
C -8.6370 -9.8594 -0.8881 -0.479
C -9.9627 -9.7550 -1.6163 -0.328
O -10.3485 -11.0020 -2.2211 -0.607
H -7.6330 -9.9103 -2.5583 0.337
H -8.7178 -10.4003 0.0591 0.213
H -8.3335 -8.9130 -0.4208 0.326
H -9.8275 -9.0479 -2.4399 0.378
H -10.7815 -9.4219 -0.9742 0.252
H -10.7990 -10.7030 -3.0242 0.482
O -14.2466 -13.5953 5.3839 -0.498
C -15.2979 -13.6765 4.4153 -0.625
C -15.1287 -12.6482 3.2779 -0.381
O -13.9017 -12.8508 2.5952 -0.502
H -13.4313 -13.9884 5.0642 0.308
H -15.3119 -14.7028 4.0370 0.355
H -16.2692 -13.5171 4.8812 0.369
H -15.2977 -11.6780 3.7438 0.277
H -15.9734 -12.7469 2.5886 0.290
H -13.8215 -13.7911 2.3978 0.262
O -16.6908 -11.6532 -3.3547 -0.461
C -17.7623 -12.5101 -3.6518 -0.361
C -19.0302 -12.1530 -2.8807 -0.446
O -18.9778 -12.5556 -1.5324 -0.540
H -15.9161 -12.1383 -3.0238 0.184
H -17.9021 -12.4724 -4.7376 0.357
H -17.4223 -13.5432 -3.5291 0.317
H -19.9109 -12.6129 -3.3416 0.290
H -19.2651 -11.0851 -2.8828 0.303
H -19.2454 -11.8661 -0.9253 0.309
O -10.4208 -11.1940 4.3933 -0.543
C -10.2409 -10.3967 3.2486 -0.576
C -11.2789 -10.5984 2.1620 -0.083
O -11.4451 -11.9951 1.8892 -0.587
H -10.5548 -12.0963 4.0831 0.303
H -10.2461 -9.3415 3.5270 0.383
H -9.2457 -10.6251 2.8536 0.283
H -10.9352 -10.0191 1.3019 0.047
H -12.2931 -10.2704 2.4048 0.365
H -12.2808 -12.3191 2.2619 0.555
O -14.2736 -15.1260 -3.5836 -0.679
H -14.1981 -14.2237 -3.2301 0.436
H -13.3659 -15.4220 -3.6893 0.291
```

6.
The following is a quantum chemistry calculation of 7 unconnected molecules or ions with the total composition C10H34N8O7 at a distorted geometry, from OMol25.

The HOMO energy is -9.018 eV. As for the spin multiplicity: 1. The SMILES is NC(N)=O.NC(N)=O.NC(N)=O.NC(N)=O.CCO.CCO.CCO. For the energy above the lowest of the compared OMol25 structures with the same formula, charge and spin, the calculation gives 3.427 eV. The value obtained for the LUMO energy is 0.2 eV.

The geometry in XYZ format:
```
59
Properties=species:S:1:pos:R:3:mulliken_charge:R:1
N -26.6296 -17.1916 17.2790 -0.466
C -26.5008 -16.3971 16.2283 0.822
N -27.1752 -15.3509 16.4054 -0.237
O -25.7627 -16.5517 15.2511 -0.756
H -27.2136 -17.0043 18.0815 0.140
H -26.3197 -18.1408 17.1271 0.250
H -27.0712 -14.4664 15.9290 0.109
H -27.7516 -15.4126 17.2324 0.127
N -22.1988 -13.9817 16.8580 -0.350
C -22.4667 -15.1920 16.9632 0.713
N -21.7474 -15.9756 16.1903 -0.421
O -23.3491 -15.6220 17.6960 -0.708
H -22.8335 -13.3437 17.3165 0.215
H -21.6101 -13.7384 16.0742 0.194
H -21.0168 -15.6352 15.5817 0.150
H -21.9517 -16.9631 16.2467 0.211
N -28.8146 -17.0446 11.0214 -0.311
C -27.8937 -17.5316 11.8617 0.618
N -27.1695 -16.5966 12.4105 -0.082
O -27.8000 -18.7288 12.0321 -0.704
H -29.2281 -17.6930 10.3666 0.198
H -28.9414 -16.0434 10.9810 0.156
H -26.5841 -16.8898 13.1795 0.082
H -27.2310 -15.6084 12.2108 0.024
N -19.5192 -11.4656 11.7968 -0.445
C -20.5119 -12.1896 12.2757 0.691
N -21.2323 -11.5083 13.1678 -0.402
O -20.6855 -13.3309 11.8678 -0.647
H -18.9575 -11.9577 11.1167 0.236
H -19.4708 -10.4576 11.8368 0.173
H -22.1991 -11.7894 13.2478 0.250
H -20.8917 -10.6022 13.4559 0.162
C -25.1299 -13.1865 12.2376 -1.127
C -25.3791 -12.8726 13.6801 0.479
O -24.1492 -13.2947 14.4555 -0.437
H -25.9822 -12.7580 11.7102 0.324
H -25.2219 -14.2560 12.0486 0.292
H -24.2250 -12.7570 11.8078 0.299
H -26.2729 -13.3930 14.0243 -0.373
H -25.4621 -11.8067 13.8925 0.207
H -23.8076 -14.1683 14.2509 0.285
C -26.4970 -10.3730 16.7789 -0.583
C -26.2441 -8.9103 16.9486 -0.532
O -27.4996 -8.2384 17.0016 -0.506
H -27.0350 -10.5316 15.8443 0.158
H -27.0554 -10.7726 17.6254 0.348
H -25.5121 -10.8362 16.7189 0.192
H -25.6099 -8.6833 16.0916 0.292
H -25.6938 -8.7305 17.8721 0.329
H -27.7130 -8.1187 16.0733 0.307
C -29.6582 -14.2317 13.2024 -0.908
C -29.3202 -13.1926 12.1467 -0.196
O -28.8233 -13.8004 11.0187 -0.496
H -28.7791 -14.7708 13.5557 0.043
H -30.4559 -14.9461 12.9990 0.355
H -30.1218 -13.7695 14.0739 0.372
H -28.5759 -12.4436 12.4172 0.159
H -30.2567 -12.6901 11.9047 0.419
H -29.2990 -13.3146 10.3411 0.306
```